A cluster of 12 separate species, C36H64Cl12O12S2 in total in a non-equilibrium geometry, computed with ωB97M-V/def2-TZVPD.

Positions of all 126 atoms, in Å:
H (-3.869, -4.414, 0.864)
H (2.240, -1.825, 6.672)
C (0.583, 4.013, -4.866)
C (-0.385, 0.399, -1.059)
H (-1.935, -2.343, 1.761)
H (-2.015, -5.001, -0.955)
Cl (-3.734, -0.049, -2.184)
H (-1.218, -3.036, -3.849)
H (-4.935, 0.503, -4.119)
O (1.841, 4.410, -5.480)
H (1.641, -0.454, 1.392)
C (-0.937, -1.026, -4.524)
S (-0.761, -3.970, 0.640)
C (1.011, -0.062, -0.640)
C (-0.195, 0.716, 1.236)
H (-0.127, 3.579, -5.569)
H (-6.713, -0.755, -1.859)
H (-3.805, -3.286, -1.316)
H (0.677, 2.719, 2.928)
H (-3.673, 2.557, 3.085)
H (-2.281, 5.475, 0.490)
Cl (-2.236, 3.844, -2.831)
H (4.662, -1.971, 0.419)
Cl (-4.892, 0.601, 2.700)
H (2.932, 1.901, -3.675)
C (2.912, 3.849, -4.920)
Cl (-6.035, 2.463, 0.263)
H (-3.230, 3.364, -0.848)
C (-6.356, -0.602, -2.878)
C (-3.439, -3.414, 0.823)
C (6.454, 0.762, -3.411)
H (-3.595, 0.155, 5.623)
H (2.341, -5.175, 0.868)
H (-3.409, 1.838, 1.457)
H (0.746, -3.324, -3.270)
H (-5.527, 1.349, -2.705)
H (-0.912, -2.878, -5.660)
C (0.551, 3.555, 3.616)
C (1.215, 0.340, 0.778)
H (-0.972, -0.354, -1.586)
H (5.376, -1.112, -3.193)
C (-2.437, 5.365, -0.583)
O (-0.452, -5.354, 0.952)
C (-2.197, -3.401, 1.732)
H (-7.181, -0.234, -3.488)
H (-4.190, -2.712, 1.183)
H (1.318, 4.314, 3.463)
O (-0.928, 0.857, 0.195)
H (-2.542, 1.380, 5.089)
C (-0.665, -2.548, -4.651)
H (5.125, -4.113, 1.328)
Cl (-4.117, 6.007, -0.822)
C (3.382, -5.136, 0.547)
H (-1.143, -0.490, -5.450)
H (4.952, -3.378, -1.518)
H (4.251, -1.001, 4.521)
Cl (2.057, -1.512, 3.709)
O (2.351, -1.026, -3.642)
H (4.427, 0.224, -3.839)
C (3.910, -2.718, 0.164)
H (0.466, 2.049, -4.216)
H (3.808, -3.638, 2.155)
H (-0.780, 3.395, 6.673)
H (0.637, 3.171, -2.824)
O (0.257, -0.498, -3.985)
H (-1.410, 3.452, -0.684)
O (3.982, -5.870, -2.046)
C (5.234, -0.032, -3.152)
O (4.048, 3.967, -5.360)
H (1.154, -1.110, -0.903)
C (1.215, -1.399, -3.917)
H (3.726, -2.641, 4.962)
Cl (4.678, 0.450, -1.487)
C (4.075, -3.897, 1.130)
H (1.872, 1.194, 0.942)
H (7.264, 0.564, -2.710)
O (-0.652, 0.900, 2.402)
C (-4.149, 2.149, 2.194)
O (0.261, -2.917, 0.632)
H (3.377, -2.583, -1.940)
H (0.211, 4.856, -4.284)
C (-0.313, 3.960, 5.866)
H (3.790, -6.133, 0.715)
C (3.897, -3.268, -1.271)
C (0.567, 3.027, 5.039)
H (2.828, 3.413, -2.838)
C (-5.241, 0.366, -3.081)
C (-1.669, -0.666, 4.898)
C (-2.535, 0.405, 5.577)
Cl (7.056, 0.212, -5.001)
H (-0.211, 1.209, -1.767)
C (-2.972, -3.136, -0.629)
H (3.935, -1.375, 6.826)
H (1.722, 0.375, -1.342)
H (-2.695, -2.082, -0.635)
H (1.582, 3.024, 5.438)
H (-1.951, -0.755, 3.849)
H (1.432, -3.266, -4.883)
Cl (-1.930, -2.233, 5.686)
H (-2.242, -3.878, 2.711)
H (-1.102, -3.442, -1.629)
H (-4.574, 4.097, 1.360)
H (2.987, -2.181, 0.385)
H (0.362, 1.956, 5.055)
O (-1.255, 4.483, 4.875)
H (-5.879, 3.560, 2.384)
C (-1.745, -3.946, -0.908)
H (-1.624, 5.973, -0.980)
C (2.506, 2.902, -3.745)
O (-1.428, 4.547, 2.586)
C (0.772, -2.743, -4.192)
C (-0.782, 4.246, 3.574)
H (6.326, 1.844, -3.385)
C (-2.323, 3.944, -1.021)
Cl (2.243, 0.407, 6.412)
H (0.234, 4.860, 6.146)
C (3.018, -1.176, 6.271)
C (-5.164, 3.222, 1.633)
C (1.001, 2.911, -3.818)
H (-0.620, -0.383, 4.996)
Cl (-5.854, -2.187, -3.404)
H (-1.750, -0.875, -3.813)
O (1.784, -4.664, -1.635)
C (3.412, -1.601, 4.875)
S (3.169, -4.972, -1.222)
Cl (-1.950, 0.595, 7.355)

SMILES string ... O=S1(=O)CCCC1.O=S1(=O)CCCC1.O=C1CCCO1.O=C1CCCO1.O=C1CCCO1.O=C1CCCO1.ClCCCl.ClCCCl.ClCCCl.ClCCCl.ClCCCl.ClCCCl
Kohn-Sham gap ... 10.1 eV
LUMO energy ... 0.1 eV

A cluster of 4 separate species, C36H64Cl2N5O7 in total in a non-equilibrium geometry, computed with ωB97M-V/def2-TZVPD.

Positions of all 114 atoms, in Å:
C (0.939, 4.631, 0.332)
H (-0.643, -5.173, 1.960)
C (-0.584, 1.234, -2.085)
C (-5.189, 4.382, -2.274)
C (-2.056, 3.111, -2.428)
H (8.439, -4.170, 2.012)
H (-7.573, 7.620, -5.428)
O (5.828, -4.070, 2.862)
H (3.981, -2.726, 1.467)
H (-6.302, 9.210, -4.661)
C (-2.087, 4.996, -0.833)
H (7.386, -4.061, 0.598)
Cl (-0.340, -2.760, -2.682)
O (-4.379, 3.346, -2.894)
C (2.303, 0.865, -0.794)
H (3.096, -2.224, 7.678)
N (-5.541, 7.555, -5.690)
H (-4.490, 6.734, -7.301)
H (3.273, -3.766, 6.813)
C (2.713, -0.606, -0.661)
H (1.112, 1.660, 0.804)
C (1.909, -3.319, 1.637)
H (-2.720, -0.416, -1.601)
C (-0.818, -1.194, -2.154)
N (3.625, -2.057, 5.663)
C (-6.761, 7.012, -5.864)
C (5.074, -1.934, 5.733)
C (2.990, -1.537, 4.603)
H (-4.703, 8.661, -4.125)
C (3.052, -2.598, 0.916)
H (2.024, -1.254, -1.210)
H (-6.726, 2.980, -1.773)
H (-4.838, 4.575, -1.259)
H (6.462, -7.703, 2.111)
H (1.063, 4.933, -1.834)
H (2.345, 1.185, -1.833)
C (-2.006, -1.147, -1.223)
H (-2.780, 4.758, 1.171)
H (-7.698, 1.920, -4.553)
N (-0.074, 1.812, -0.964)
C (-0.158, -0.106, -2.560)
H (0.517, 0.168, 0.147)
Cl (1.164, -0.226, -3.671)
C (-2.249, 5.383, 0.457)
H (8.685, -5.276, 0.641)
C (0.041, -5.736, 2.602)
C (-1.544, 3.704, -1.270)
H (1.849, -2.747, 6.530)
H (5.400, -6.048, 3.029)
C (2.919, -2.737, 6.731)
C (0.945, 1.133, -0.124)
H (5.438, -2.402, 6.644)
H (2.508, 5.298, -0.936)
H (2.534, -4.675, 3.256)
H (-6.496, 4.331, -4.385)
H (3.466, -0.528, 1.385)
C (-4.384, 6.850, -6.222)
H (-2.258, -8.038, 5.485)
H (7.147, -7.324, 0.520)
H (3.080, 1.426, -0.268)
C (-0.618, -7.110, 2.877)
C (-1.557, 1.872, -2.824)
H (0.449, 5.598, 0.423)
O (-2.912, 4.501, -4.121)
H (3.107, -3.016, -0.093)
H (5.525, -2.417, 4.866)
O (3.541, -0.959, 3.682)
H (-1.557, -7.169, 2.319)
H (-8.152, 3.901, -3.833)
C (6.035, -5.246, 2.616)
H (3.300, -4.935, 1.696)
O (-0.003, 3.547, 0.549)
C (1.385, -5.838, 1.875)
O (-6.975, 5.960, -6.434)
C (7.942, -4.750, 1.235)
O (-0.762, -7.389, 4.251)
H (-3.477, 7.407, -6.002)
C (2.743, -1.081, 0.789)
N (7.030, -5.707, 1.841)
H (8.206, -7.433, 1.942)
C (-7.092, 3.682, -3.742)
H (-1.894, 6.343, 0.818)
H (1.897, -1.689, 4.635)
H (2.107, 3.622, -1.224)
H (3.724, -0.719, -1.054)
H (-4.875, 9.537, -5.661)
H (-1.696, -0.901, -0.209)
H (-6.092, 2.166, -4.711)
C (1.676, 4.597, -0.996)
H (-2.844, -7.344, 3.984)
H (1.040, -3.440, 0.981)
C (7.221, -7.123, 1.590)
H (1.569, -2.719, 2.483)
C (-3.148, 3.753, -3.235)
N (-6.873, 2.260, -4.078)
H (-2.426, 5.674, -1.615)
C (-6.638, 3.942, -2.275)
C (-2.076, -7.250, 4.753)
H (-1.939, 1.402, -3.719)
H (-2.180, -6.304, 5.292)
H (-2.496, -2.114, -1.265)
C (-5.346, 8.812, -4.995)
H (1.259, -5.959, 0.796)
H (1.864, -6.758, 2.227)
H (1.788, -0.939, 1.302)
C (-0.536, 3.020, -0.559)
H (0.116, -5.211, 3.556)
H (-7.266, 4.697, -1.805)
H (-4.322, 5.859, -5.774)
H (-5.103, 5.295, -2.868)
C (2.351, -4.694, 2.180)
H (0.030, -7.886, 2.460)
H (5.355, -0.880, 5.726)
H (1.687, 4.616, 1.121)

Kohn-Sham gap ... 6.8 eV
LUMO energy ... -3.9 eV
Net charge ... +1

A structure of composition C36H64F2NO28P4S2V in a non-equilibrium geometry, computed with ωB97M-V/def2-TZVPD.

Positions of all 138 atoms, in Å:
O (2.991, 7.664, -1.673)
H (1.598, -0.309, -3.437)
C (-5.241, -2.041, 0.186)
H (0.111, -3.278, 1.597)
C (0.979, 0.586, 1.047)
O (2.650, -6.431, 1.075)
C (0.380, -2.266, 1.334)
H (2.735, 5.324, 1.967)
C (0.864, -0.855, -2.845)
O (-1.253, 0.780, 0.354)
H (0.884, 2.038, -5.091)
O (2.475, -2.486, 2.260)
H (4.121, -3.577, -2.764)
H (4.645, 4.060, -1.170)
C (2.920, 2.858, -1.192)
H (1.887, 2.701, -1.486)
O (-4.266, 3.641, -1.936)
O (2.832, 7.031, 0.651)
C (-6.366, -2.706, 0.562)
C (1.334, -2.215, -2.381)
C (-0.977, 3.756, 2.876)
C (-4.656, 1.577, 5.811)
H (-4.291, 1.698, -5.534)
C (-7.127, -3.474, -0.383)
O (-3.761, -1.374, -1.485)
O (-3.236, 0.419, 2.352)
C (-1.553, -1.142, 4.222)
H (5.613, -8.511, -1.468)
S (-3.594, 3.140, -0.781)
C (6.237, -8.865, -0.642)
O (3.184, 0.049, 1.430)
H (4.709, 9.641, -2.784)
H (-0.367, 2.036, 4.053)
H (6.164, -9.234, 1.467)
O (-4.460, -1.324, 0.910)
O (-6.364, 3.005, -0.354)
N (-4.034, 1.617, -0.426)
H (4.993, 7.421, 1.922)
H (-0.741, 3.930, -5.216)
C (-0.251, 0.076, 0.728)
H (-2.916, -2.811, 4.338)
C (3.016, -5.770, 2.299)
P (-3.220, 0.815, 3.746)
O (-1.718, -1.726, 0.394)
H (2.918, -4.813, -0.994)
O (-2.443, 2.175, 3.995)
S (-5.569, 1.985, 0.229)
H (3.735, -4.960, 2.168)
C (-0.560, -1.412, 0.815)
H (2.979, 9.846, -2.725)
C (3.385, -6.695, 3.447)
H (4.143, -3.659, -0.416)
O (5.046, 6.512, -0.661)
C (3.770, 9.267, -3.194)
H (5.624, -4.348, -2.395)
C (3.986, -4.607, -0.928)
H (-5.569, 1.119, -4.383)
O (-0.562, 1.558, -3.640)
H (2.954, 2.718, -0.104)
H (-2.810, -2.109, 2.728)
H (-5.635, 2.032, 5.954)
V (-3.032, -0.171, -0.004)
F (-6.249, 0.671, -0.336)
C (2.012, -0.298, 1.483)
O (-2.002, 0.294, -2.004)
C (3.061, 6.360, 1.896)
O (-2.523, -0.220, 4.717)
O (2.859, 5.241, -1.020)
H (6.570, -9.846, -0.973)
C (-4.800, -2.110, -1.254)
H (1.446, -2.856, -3.270)
O (-3.458, 4.020, 0.334)
H (-4.623, 0.811, 7.860)
H (3.024, -6.375, 4.422)
C (-5.439, -2.862, -2.193)
C (-0.181, 1.842, -4.994)
C (5.489, -8.926, 0.666)
C (-3.782, -0.069, -4.355)
P (3.822, -6.960, 0.143)
C (3.544, 7.784, -3.003)
H (-0.753, 3.008, -6.638)
H (4.459, -6.875, 3.452)
H (-6.620, -2.698, 1.614)
C (3.622, 4.144, -1.541)
H (2.139, -5.194, 2.598)
C (1.668, -1.770, 1.693)
O (-2.367, 0.055, -4.547)
C (-1.148, 2.339, 3.355)
H (4.170, -5.290, -2.970)
O (-0.405, -0.951, -3.514)
H (0.650, -2.735, -1.719)
H (-3.704, -0.196, 6.757)
H (2.358, -2.108, -2.022)
C (-2.229, -2.357, 3.613)
H (-1.154, 1.683, 2.486)
H (3.594, 2.032, -1.445)
C (-6.597, -3.621, -1.818)
O (-4.569, 1.112, 4.475)
O (-8.046, -4.171, 0.009)
H (4.494, 7.246, -3.019)
F (-2.147, 2.881, -1.320)
H (-3.907, 2.330, 6.058)
H (-5.438, -0.218, 6.748)
O (3.312, -7.731, -0.991)
C (-4.575, 0.452, 6.828)
H (-0.402, 0.963, -5.606)
C (4.548, -4.491, -2.333)
P (3.590, 6.620, -0.659)
H (2.868, 7.326, -3.720)
H (2.923, -7.674, 3.284)
H (3.733, 4.274, -2.624)
P (-1.404, 0.257, -3.327)
H (3.855, 9.432, -4.273)
H (4.749, -9.734, 0.647)
H (-1.530, -3.165, 3.402)
H (-1.882, 4.085, 2.365)
O (4.651, -5.669, -0.219)
H (-2.115, 2.817, -5.512)
H (-4.220, 1.977, -3.774)
C (-4.501, 1.264, -4.556)
O (-7.131, -4.394, -2.595)
H (4.511, 6.726, 3.522)
O (-5.591, 1.815, 1.633)
H (-0.940, -0.674, 3.442)
H (5.065, 5.728, 2.237)
O (4.815, -7.744, 1.087)
H (-0.806, -1.477, 4.943)
H (0.704, -0.309, -1.904)
H (-4.155, -0.738, -5.132)
C (4.467, 6.625, 2.439)
H (-5.041, -2.862, -3.198)
C (-1.040, 2.943, -5.579)
H (2.383, 6.898, 2.565)
H (-0.805, 4.479, 3.678)
H (6.994, -8.077, -0.596)
H (-4.098, -0.435, -3.383)
H (-0.138, 3.793, 2.179)
H (1.076, 1.651, 0.883)

Kohn-Sham gap (spin up / spin down) ... 6.2 / 6.2 eV
<S²> ... 2.011
2S+1 ... 3
LUMO energy (spin up / spin down) ... 3.3 / 3.3 eV
Net charge ... -2

A cluster of 8 separate species, C36H65NO11 in total in a non-equilibrium geometry, computed with ωB97M-V/def2-TZVPD.

Positions of all 113 atoms, in Å:
H (-1.484, 11.483, 2.475)
H (1.780, 6.211, -3.514)
H (-5.373, -5.576, -4.255)
H (3.411, 3.623, -3.764)
C (-2.197, -6.074, 0.423)
C (4.397, 5.397, -3.048)
C (-5.858, -8.235, 0.432)
C (-0.635, -3.245, 1.299)
H (-5.672, -6.686, 4.653)
O (-9.437, -7.821, 0.058)
H (-3.858, -3.305, -5.818)
H (2.605, 1.694, -1.195)
O (5.506, -1.933, -3.995)
C (2.091, 5.301, -4.038)
C (-1.473, -5.176, -0.742)
C (-3.422, -4.630, -4.157)
H (0.082, 11.058, 5.169)
O (1.996, 0.945, -1.083)
C (-0.183, 1.233, 2.237)
C (6.297, -1.377, -5.042)
C (-1.378, -4.169, 2.452)
C (-1.576, 10.527, 3.001)
H (-2.147, 9.835, 2.373)
O (-9.009, -6.037, -0.860)
C (-4.452, -7.629, 1.025)
O (-2.596, -8.454, -0.694)
H (-9.252, -9.559, 1.451)
H (4.168, 6.311, -2.489)
C (1.986, 1.594, 3.451)
H (-4.006, -6.713, -4.190)
H (-4.880, -3.040, -4.386)
H (0.750, 11.854, 3.725)
H (7.902, -2.799, -4.752)
H (-3.187, -2.494, -4.409)
H (-0.861, 8.858, 4.818)
H (-2.109, -4.959, -5.571)
H (2.058, 0.133, -3.613)
H (-0.754, 0.541, 1.609)
C (-3.039, -7.491, 0.141)
H (-0.017, 5.154, 4.386)
O (-2.457, -6.789, 4.342)
H (4.839, 5.677, -4.010)
C (5.384, -0.869, -6.147)
O (1.757, 4.017, 6.006)
H (4.423, -1.379, -1.081)
H (2.382, 5.009, -1.502)
H (2.464, 5.578, -5.029)
C (-4.427, -7.080, 2.605)
C (2.648, -0.228, -1.563)
C (-8.623, -8.921, 0.669)
C (-2.149, -5.555, 2.012)
C (3.149, 4.551, -3.244)
H (-2.164, 10.685, 3.912)
H (4.597, 0.372, -0.824)
C (-4.348, -5.754, -4.594)
H (2.472, 5.076, 4.414)
H (-0.053, -2.241, 1.579)
H (-8.136, -7.717, 3.559)
H (1.475, 1.764, 4.405)
H (2.880, 7.173, 5.738)
H (-3.397, -4.579, -3.063)
H (3.629, 0.806, -3.199)
C (-7.162, -7.715, 2.899)
H (0.646, 6.802, 4.488)
H (-0.771, 1.391, 3.149)
C (3.906, -0.475, -0.746)
H (-8.305, -9.689, -0.176)
C (1.184, 0.654, 2.565)
H (2.963, 1.159, 3.689)
C (-2.954, -6.495, 3.137)
H (3.660, -0.584, 0.316)
C (-7.242, -8.303, 1.349)
C (2.971, -0.056, -3.039)
H (1.194, 4.685, -4.161)
O (-2.097, -4.911, -4.600)
H (3.700, 5.772, 6.466)
H (1.735, 0.463, 1.638)
H (-4.353, -5.855, -5.685)
C (-0.734, -3.784, -0.272)
H (6.716, -3.302, -5.950)
O (2.618, 4.191, -1.971)
C (7.260, -2.433, -5.561)
O (-0.373, 8.698, 3.993)
H (-0.034, 6.004, 5.926)
H (2.212, 6.377, 7.182)
H (5.962, -0.421, -6.962)
H (4.774, -1.682, -6.557)
O (1.020, -0.596, 3.229)
H (0.532, -0.436, 4.054)
H (-1.478, -5.505, -1.867)
C (0.554, 5.846, 5.014)
H (-1.412, -3.888, 3.601)
H (7.894, -2.032, -6.358)
H (0.342, 9.757, 2.401)
C (2.723, 6.207, 6.228)
H (5.000, -2.677, -4.363)
H (-0.212, -3.070, -1.073)
C (-3.870, -3.292, -4.722)
H (2.143, 2.560, 2.961)
C (0.593, 10.888, 4.215)
H (-5.885, -8.631, -0.669)
H (4.688, -0.119, -5.757)
H (5.145, 4.849, -2.465)
C (-0.209, 9.948, 3.329)
H (1.570, 10.453, 4.452)
N (-8.732, -6.660, 0.165)
H (1.269, 4.177, 6.831)
C (-5.777, -7.119, 3.571)
H (3.460, -0.948, -3.443)
H (6.862, -0.540, -4.618)
C (1.921, 5.267, 5.342)
H (-0.091, 2.189, 1.711)
H (1.954, -1.065, -1.433)

SMILES string ... O=NOCc1ccc2c(c1)C(=O)c1ccccc1C2=O.CC(C)O.CC(C)O.CC(C)O.CC(C)O.CC(C)O.CC(C)O.CC(C)O
Kohn-Sham gap ... 7.2 eV
LUMO energy ... -1.4 eV